[1]
{"formula": "C21H19Br2F2N4O2SZn", "method": "wB97M-V/def2-TZVPD", "symbols": ["Zn", "Br", "C", "C", "C", "N", "C", "C", "C", "C", "C", "Br", "C", "C", "N", "H", "H", "H", "H", "H", "H", "C", "S", "O", "C", "C", "C", "C", "C", "C", "H", "H", "H", "H", "H", "H", "H", "H", "O", "N", "C", "C", "C", "N", "H", "H", "H", "H", "F", "C", "F", "H"], "xyz": [[-0.204, -0.006, -0.764], [2.023, 6.659, -1.219], [1.446, 4.856, -1.154], [2.372, 3.832, -1.209], [1.874, 2.540, -1.180], [0.586, 2.233, -1.038], [-0.299, 3.240, -1.013], [0.100, 4.573, -1.076], [-1.737, 2.856, -0.910], [-2.773, 3.787, -0.907], [-4.060, 3.287, -0.816], [-5.523, 4.502, -0.810], [-4.290, 1.927, -0.733], [-3.182, 1.085, -0.739], [-1.951, 1.557, -0.824], [3.432, 4.019, -1.296], [2.495, 1.698, -1.326], [-0.623, 5.373, -1.049], [-2.600, 4.850, -0.975], [-5.290, 1.523, -0.662], [-3.180, -0.016, -0.675], [1.600, -4.364, -0.389], [0.513, -2.910, -0.635], [-0.254, -3.293, -1.846], [-0.459, -3.279, 0.827], [-1.730, -3.802, 0.659], [-2.485, -4.109, 1.778], [-1.975, -3.886, 3.055], [-0.704, -3.355, 3.210], [0.059, -3.048, 2.088], [0.982, -5.259, -0.356], [2.170, -4.256, 0.536], [2.282, -4.412, -1.239], [-2.106, -3.939, -0.346], [-3.483, -4.511, 1.657], [-2.574, -4.120, 3.927], [-0.306, -3.169, 4.200], [1.049, -2.619, 2.206], [-1.664, -1.186, -0.660], [2.778, 0.586, 0.100], [4.090, 0.366, -0.064], [4.235, -0.503, -1.124], [2.916, -0.790, -1.500], [2.049, -0.118, -0.756], [2.315, 1.127, 0.830], [4.814, 0.825, 0.589], [5.147, -0.895, -1.537], [2.554, -1.439, -2.283], [1.116, 0.865, 2.115], [-0.131, 0.353, 1.436], [-1.063, 1.306, 1.873], [-0.352, -0.541, 2.025]], "forces_ev_per_a": [[-1.5, -0.4, 1.9], [0.0, 0.0, 0.0], [0.0, 0.0, 0.1], [-0.1, 0.0, 0.0], [-0.8, 1.1, -0.8], [-0.1, 0.7, -0.7], [0.1, -0.1, 0.3], [0.0, 0.0, 0.1], [0.0, 0.2, 0.0], [0.0, 0.0, 0.0], [0.1, -0.1, 0.0], [0.0, 0.0, 0.0], [0.1, 0.1, 0.0], [-0.2, -0.4, 0.1], [0.2, 0.5, -0.3], [0.0, 0.0, -0.1], [0.5, 0.5, -0.7], [0.0, 0.0, 0.0], [0.0, 0.0, 0.0], [0.0, 0.0, 0.0], [0.2, 0.0, 0.0], [0.2, 0.1, 0.1], [-0.9, -0.3, -0.1], [0.5, -0.5, -0.2], [-0.1, 0.1, 0.0], [-0.1, -0.1, 0.0], [0.1, 0.0, 0.0], [0.0, 0.0, 0.0], [0.0, 0.0, 0.0], [0.1, -0.1, 0.0], [0.0, 0.0, 0.0], [0.0, 0.0, 0.0], [0.0, 0.0, 0.0], [0.0, 0.1, 0.0], [0.0, 0.0, 0.0], [0.0, 0.0, 0.0], [0.0, 0.0, 0.0], [0.0, 0.0, 0.0], [1.2, 0.1, -0.4], [0.7, -1.2, 1.1], [0.2, 0.2, 0.2], [0.0, -0.1, 0.1], [-0.1, 0.1, -0.3], [0.1, -0.8, -0.3], [-0.3, -0.4, 0.2], [0.0, 0.0, 0.0], [0.0, 0.0, 0.0], [0.0, 0.0, 0.0], [-0.1, 0.0, 0.1], [0.4, 0.4, -0.4], [0.0, 0.0, 0.0], [0.0, 0.1, 0.1]], "lowdin_charge": [0.5484, 0.7338, -0.6758, -0.0849, -0.1139, 0.1200, -0.1635, -0.0572, -0.2084, -0.0685, -0.6749, 0.7034, -0.0848, -0.0935, 0.0751, 0.1025, 0.0685, 0.0954, 0.0890, 0.0988, 0.0747, -0.2455, 0.8156, -0.5374, -0.4087, -0.0831, -0.0845, -0.1105, -0.1037, -0.1225, 0.0498, 0.0381, 0.0331, 0.1058, 0.0943, 0.0879, 0.0940, 0.1096, -0.6875, -0.0542, -0.0978, -0.0577, -0.1510, -0.0588, 0.1236, 0.1163, 0.0880, 0.1113, -0.2221, -0.2492, -0.1163, 0.0390], "e_lumo_ev": 2.12, "relative_energy_ev": 3.576, "total_charge": -1}


[2]
{"formula": "C21H19ClN2O4", "method": "wB97M-V/def2-TZVPD", "symbols": ["O", "O", "O", "Cl", "O", "C", "C", "C", "C", "C", "C", "C", "C", "C", "C", "C", "C", "C", "C", "C", "N", "N", "C", "C", "C", "C", "C", "C", "H", "H", "H", "H", "H", "H", "H", "H", "H", "H", "H", "H", "H", "H", "H", "H", "H", "H", "H"], "xyz": [[1.776, -0.629, 2.968], [1.387, -5.531, -3.797], [-0.691, -5.098, -4.176], [-5.586, 2.308, -0.664], [0.712, -0.003, -1.032], [1.241, -0.062, 2.043], [1.625, 1.355, 1.706], [0.878, 1.690, 0.614], [-2.980, 1.832, -1.581], [-3.431, 1.290, 0.832], [-0.988, -3.765, -1.884], [1.245, -4.298, -1.366], [-1.141, -2.853, -0.852], [1.162, -3.527, -0.196], [-1.695, 1.291, -1.341], [-2.113, 0.860, 1.065], [-3.890, 1.718, -0.470], [0.233, -4.346, -2.291], [-0.047, -2.769, 0.075], [-1.252, 0.838, -0.024], [0.327, -0.587, 1.125], [0.348, -5.060, -3.503], [-0.319, -1.908, 1.231], [0.125, 0.446, 0.122], [2.613, 2.257, 2.396], [0.877, 3.078, 0.055], [2.404, 3.714, 1.897], [2.124, 3.927, 0.405], [0.031, -0.546, -1.430], [-3.355, 2.388, -2.467], [-4.122, 1.154, 1.673], [-1.824, -3.858, -2.482], [2.157, -4.727, -1.629], [-2.111, -2.462, -0.598], [1.924, -3.428, 0.584], [-0.933, 1.297, -2.155], [-1.827, 0.609, 2.058], [0.053, -2.486, 2.055], [-1.356, -1.722, 1.308], [2.603, 2.119, 3.522], [3.600, 1.940, 2.002], [0.025, 3.579, 0.426], [0.631, 2.918, -0.958], [1.596, 4.155, 2.524], [3.169, 4.392, 2.229], [2.826, 3.504, -0.308], [1.964, 5.006, 0.287]], "forces_ev_per_a": [[-0.5, -0.9, 0.4], [2.2, -1.1, -0.7], [0.9, -0.3, 0.0], [1.5, -0.6, 0.2], [0.4, 0.3, -1.6], [1.4, 0.0, 0.3], [-2.3, -0.1, -1.9], [2.4, -0.5, 2.8], [-0.8, -0.5, 2.2], [-0.8, -0.3, -1.2], [0.8, 1.1, -0.8], [0.3, 1.4, 0.8], [2.6, -2.1, 1.1], [-2.5, 1.4, 0.6], [0.3, 0.3, 0.6], [-1.3, 1.0, -1.9], [1.0, 0.3, 0.8], [-1.7, 1.4, 3.4], [-0.2, -1.3, -3.0], [-3.1, 0.8, -2.4], [1.3, 1.3, 2.3], [-3.2, 0.6, -0.8], [1.8, 1.2, -0.1], [1.2, 0.0, 0.9], [0.4, -0.2, -0.3], [-0.2, -0.5, 0.2], [-0.6, 0.2, 1.3], [-1.1, -1.5, 0.3], [0.0, -0.6, -0.7], [0.7, -0.9, 0.5], [0.0, 0.5, -0.6], [-1.5, -0.6, -1.4], [1.5, -0.9, -0.2], [-0.1, 0.3, -0.2], [0.1, -0.4, -0.7], [-0.8, 0.1, 0.8], [0.3, -0.3, 0.5], [0.2, 0.6, 1.1], [-1.3, -0.2, 0.3], [0.0, 0.3, -1.4], [-0.2, -0.1, 0.6], [-1.3, 0.6, 0.7], [0.3, 0.5, -1.8], [-0.3, -0.4, -0.8], [1.1, -0.1, 0.0], [1.0, 0.5, 0.4], [0.0, -0.4, -0.5]], "lowdin_charge": [0.0824, 0.1263, 0.0673, 0.5793, 0.0781, -0.3750, -0.0575, -0.0405, -0.0745, -0.0740, 0.0175, 0.0115, -0.0074, 0.0380, 0.0041, -0.0138, -0.5815, -0.1551, -0.1706, -0.1524, 0.0629, -0.3751, -0.0823, -0.4833, -0.1098, -0.1275, -0.1977, -0.1479, 0.0857, 0.1133, 0.1071, 0.0917, 0.1013, 0.1170, 0.1254, 0.1288, 0.1214, 0.1374, 0.1012, 0.1399, 0.1285, 0.1117, 0.0988, 0.1227, 0.0939, 0.1168, 0.1160], "e_lumo_ev": -0.78, "relative_energy_ev": 3.755}


[3]
{"formula": "C21H19ClN2O4", "method": "wB97M-V/def2-TZVPD", "symbols": ["C", "H", "O", "C", "C", "C", "C", "C", "C", "O", "C", "C", "C", "C", "N", "O", "C", "O", "N", "H", "C", "C", "C", "C", "C", "C", "C", "C", "H", "H", "C", "H", "H", "H", "H", "H", "H", "H", "H", "H", "H", "H", "H", "Cl", "H", "H", "H"], "xyz": [[-6.130, -0.254, 2.489], [-7.038, 0.169, 2.048], [-5.296, -0.826, 1.509], [-4.799, -0.024, 0.536], [-5.052, 1.332, 0.419], [-4.484, 2.053, -0.625], [-3.666, 1.444, -1.551], [-3.410, 0.083, -1.438], [-3.965, -0.659, -0.412], [-3.788, -2.002, -0.215], [-2.966, -2.714, -1.097], [-1.519, -2.353, -0.969], [-0.832, -1.616, -0.048], [0.510, -1.686, -0.501], [0.586, -2.405, -1.595], [-0.664, -2.821, -1.895], [1.702, -1.047, 0.125], [1.601, -0.295, 1.071], [2.850, -1.432, -0.469], [2.747, -2.020, -1.282], [4.175, -0.914, -0.156], [4.270, 0.568, -0.421], [4.204, 1.213, -1.640], [4.297, 2.597, -1.664], [4.445, 3.311, -0.486], [4.497, 2.659, 0.737], [4.409, 1.281, 0.764], [4.405, 0.366, 1.948], [5.207, 0.591, 2.652], [3.449, 0.467, 2.465], [4.542, -1.039, 1.339], [3.895, -1.760, 1.835], [5.572, -1.387, 1.424], [4.603, 3.221, 1.653], [4.515, 4.389, -0.522], [4.253, 3.120, -2.608], [4.085, 0.653, -2.556], [4.871, -1.479, -0.783], [-1.199, -1.100, 0.812], [-3.284, -2.594, -2.143], [-3.101, -3.766, -0.821], [-2.764, -0.378, -2.167], [-3.227, 2.013, -2.354], [-4.818, 3.744, -0.746], [-5.683, 1.845, 1.125], [-5.607, 0.520, 3.060], [-6.400, -1.071, 3.155]], "forces_ev_per_a": [[-0.1, 0.1, 0.2], [0.0, 0.0, 0.0], [0.2, -0.1, -0.3], [0.1, -0.1, -0.1], [0.0, -0.1, 0.1], [0.2, -0.3, -0.1], [-0.1, 0.2, 0.1], [-0.1, -0.2, 0.1], [-0.2, 0.1, 0.1], [0.0, 0.2, 0.2], [0.1, -0.3, -0.4], [0.4, 0.6, 0.8], [-0.2, -0.4, -0.5], [-1.0, -0.4, -0.4], [1.0, 0.3, 0.2], [-0.7, -0.1, 0.0], [0.4, -0.3, -0.3], [-0.1, 0.1, 0.1], [0.1, -0.2, -0.2], [0.0, 0.0, 0.0], [-0.1, 0.1, 0.1], [0.2, 0.1, 0.2], [0.0, 0.1, 0.0], [0.0, 0.0, -0.2], [0.0, 0.1, 0.1], [0.0, 0.1, 0.0], [0.1, -0.1, -0.2], [-0.1, 0.0, 0.2], [0.0, 0.0, 0.0], [0.1, 0.0, 0.1], [0.0, 0.0, 0.0], [0.1, -0.1, 0.0], [0.0, 0.0, 0.0], [0.0, 0.1, 0.1], [0.0, 0.1, 0.0], [0.0, 0.1, -0.1], [0.0, 0.0, -0.1], [-0.1, 0.0, 0.1], [-0.1, 0.1, 0.2], [0.0, 0.0, 0.1], [0.0, 0.2, -0.1], [0.1, -0.1, -0.1], [0.0, 0.1, -0.1], [0.0, 0.3, 0.0], [-0.1, 0.0, 0.1], [0.0, 0.0, 0.0], [0.0, 0.1, 0.0]], "lowdin_charge": [-0.0752, 0.0985, -0.0583, -0.1992, -0.0421, -0.6782, -0.1044, -0.0071, -0.1908, -0.0095, -0.1104, -0.2322, 0.0827, -0.1753, 0.1091, 0.0302, -0.4240, 0.1055, 0.1224, 0.1268, -0.2222, -0.1481, -0.0250, -0.0893, -0.0861, -0.0248, -0.1802, -0.1272, 0.1157, 0.1092, -0.1089, 0.1148, 0.1123, 0.1119, 0.0995, 0.0984, 0.1118, 0.1516, 0.1312, 0.1451, 0.1496, 0.1158, 0.1064, 0.6733, 0.1019, 0.0990, 0.0957], "e_lumo_ev": 0.70, "relative_energy_ev": 0.660}


[4]
{"formula": "C21H19ClN4O3", "method": "wB97M-V/def2-TZVPD", "symbols": ["O", "O", "Cl", "N", "N", "O", "C", "C", "C", "C", "C", "C", "C", "C", "C", "C", "C", "C", "C", "C", "C", "C", "C", "C", "N", "N", "C", "C", "C", "H", "H", "H", "H", "H", "H", "H", "H", "H", "H", "H", "H", "H", "H", "H", "H", "H", "H", "H"], "xyz": [[1.544, 2.856, -1.691], [-3.407, -1.876, 3.238], [5.243, -3.550, 4.962], [2.349, 2.454, -4.928], [-0.835, -1.173, 2.916], [-3.795, 1.103, 1.196], [1.397, 2.695, -2.860], [-3.206, -0.885, 2.544], [1.372, 1.586, -4.876], [0.657, 1.656, -3.602], [-0.456, 0.851, -3.297], [0.367, -0.896, 2.475], [3.863, -2.363, 2.847], [2.612, -2.935, 4.788], [-2.833, -0.207, -0.620], [-2.357, 2.129, -0.313], [-1.932, -0.224, -1.716], [-1.502, 2.134, -1.377], [2.751, -1.709, 2.343], [1.447, -2.382, 4.226], [3.848, -2.927, 4.133], [-3.041, 0.984, 0.096], [-1.277, 0.960, -2.096], [1.519, -1.665, 3.028], [2.311, 3.206, -3.757], [-1.908, -0.478, 2.444], [1.065, 0.598, -5.957], [-4.320, -0.087, 1.824], [0.599, 0.095, 1.332], [-0.784, 0.078, -3.988], [4.775, -2.282, 2.270], [2.581, -3.413, 5.796], [-3.324, -1.118, -0.322], [-2.502, 3.048, 0.167], [-1.797, -1.148, -2.266], [-1.011, 3.035, -1.743], [2.918, -1.244, 1.381], [0.508, -2.412, 4.801], [3.171, 3.558, -3.334], [-1.743, 0.421, 1.999], [0.058, 0.715, -6.325], [1.204, -0.409, -5.674], [1.726, 0.769, -6.828], [-5.045, 0.211, 2.584], [-4.811, -0.753, 1.113], [0.786, -0.506, 0.415], [-0.265, 0.773, 1.126], [1.483, 0.723, 1.527]], "forces_ev_per_a": [[-0.8, 0.7, 2.6], [-1.4, 0.7, -1.0], [-0.2, 0.1, -0.4], [-0.7, -0.8, -0.4], [1.5, -0.4, 0.2], [-1.1, -0.4, 1.0], [1.4, -1.1, -0.9], [1.0, -2.1, 2.0], [0.9, 0.4, 0.2], [-2.9, -1.7, -0.7], [2.4, 2.4, 0.1], [-2.2, 0.3, -0.3], [0.6, 0.2, 0.7], [-0.1, -0.7, 0.8], [0.8, 0.3, -0.5], [0.0, -0.2, -0.3], [-1.2, 0.9, 1.3], [0.5, -0.3, -1.0], [-0.3, -0.1, 0.2], [0.3, 0.3, 0.7], [-1.3, 0.5, -0.5], [0.9, -0.8, -1.2], [-0.1, -1.3, -0.4], [0.3, -0.2, -0.3], [-0.3, 0.0, -0.2], [0.3, 2.1, -1.4], [0.8, 1.6, -1.2], [1.2, 0.1, 0.1], [0.1, -0.1, 0.0], [0.4, 0.1, -0.1], [0.1, -0.3, 0.1], [-0.2, 0.5, -1.0], [0.0, -0.2, 0.0], [-0.4, 1.0, 0.9], [0.1, 0.1, 0.0], [-0.2, -0.1, 0.5], [-0.4, 0.2, 0.0], [0.5, 0.0, -0.4], [-0.3, -0.2, -0.7], [0.1, -0.4, 0.0], [-0.5, 0.1, 0.0], [0.1, -1.1, 0.7], [-0.2, 0.0, 0.5], [0.2, 0.2, -0.2], [0.0, 0.1, 0.0], [-0.1, 0.5, 0.4], [0.9, -0.6, 0.1], [-0.3, -0.2, -0.1]], "lowdin_charge": [0.0922, 0.0552, 0.6593, 0.1039, 0.1234, -0.0303, -0.4679, -0.4231, -0.3050, -0.0576, 0.0756, -0.2319, -0.0965, -0.1063, 0.0112, 0.0011, -0.0027, -0.0118, -0.0412, -0.0180, -0.6669, -0.3068, -0.2252, -0.1693, 0.0415, 0.0386, -0.0343, -0.0426, -0.0132, 0.1172, 0.1057, 0.1139, 0.1071, 0.1117, 0.1159, 0.1240, 0.1062, 0.1218, 0.1560, 0.1118, 0.0762, 0.0647, 0.0910, 0.1419, 0.1282, 0.1014, 0.0619, 0.0920], "e_lumo_ev": -1.01, "relative_energy_ev": 2.306}